[1]
{
  "formula": "C2H5FO2",
  "method": "ωB97M-V/def2-TZVPD",
  "symbols": ["C", "C", "O", "O", "F", "H", "H", "H", "H", "H"],
  "positions_angstrom": [[-1.19271, -0.51927, 0.03720], [2.28616, 0.19132, 0.50949], [-0.05803, 0.32156, 0.11941], [1.03850, -0.42861, 0.59114], [3.00337, -0.05478, -0.60276], [-0.72432, -1.47508, -0.16999], [-1.99405, 0.03206, -0.54020], [-1.58611, -0.69830, 1.08399], [2.22611, 1.33928, 0.47537], [2.94036, -0.28546, 1.34009]],
  "forces_ev_per_a": [[-0.706, 1.156, 1.570], [1.102, 0.697, 2.611], [-11.119, 7.674, -4.374], [11.893, -7.127, 3.695], [-0.017, -0.946, -1.701], [-0.805, -0.491, -1.151], [0.903, -1.458, 0.141], [0.256, 0.571, -0.830], [-0.420, -1.437, 0.766], [-1.088, 1.362, -0.726]],
  "lowdin_charge": [-0.078, -0.289, -0.102, -0.105, -0.012, 0.087, 0.104, 0.107, 0.146, 0.142],
  "relative_energy_kcal_mol": 72.2,
  "orbital_gap_ev": [6.29, 9.84],
  "s_squared": 2.009,
  "spin_multiplicity": 3,
  "total_charge": 0,
  "homo_ev": [-5.3, -11.3],
  "e_tot_ev": -8959.01221
}

***

[2]
{
  "formula": "C2H5FS2",
  "method": "ωB97M-V/def2-TZVPD",
  "symbols": ["C", "C", "F", "S", "S", "H", "H", "H", "H", "H"],
  "positions_angstrom": [[-0.90984, -0.51945, 0.14497], [-0.32524, 0.87072, 0.28880], [-0.51735, 1.55681, -0.83490], [1.45077, 0.78582, 0.77592], [2.17956, -0.88845, -0.20023], [-0.65094, -0.95520, -0.75526], [-0.64380, -1.20729, 0.90234], [-1.96608, -0.74154, 0.11217], [-0.88500, 1.54962, 1.04023], [2.26791, -0.45104, -1.47405]],
  "forces_ev_per_a": [[-1.066, 0.069, 0.885], [-1.373, -0.234, 2.637], [0.192, 0.865, -2.305], [-0.267, 0.081, -0.454], [-0.110, 0.156, 0.121], [1.294, -0.687, -1.953], [1.013, -0.436, 0.998], [-0.933, 1.433, 0.173], [1.234, -1.452, -0.318], [0.016, 0.205, 0.216]],
  "lowdin_charge": [-0.151, -0.747, -0.044, 0.481, 0.331, 0.033, 0.057, 0.081, 0.137, -0.177],
  "relative_energy_kcal_mol": 6.6,
  "orbital_gap_ev": 9.78,
  "total_charge": 0,
  "homo_ev": -9.4,
  "smiles": "C[C@H](F)SS",
  "e_tot_ev": -26542.50094
}

***

[3]
{
  "formula": "C2H5FS2",
  "method": "ωB97M-V/def2-TZVPD",
  "symbols": ["C", "C", "F", "S", "S", "H", "H", "H", "H", "H"],
  "positions_angstrom": [[0.56053, -0.38602, 1.97483], [-0.84292, 0.29186, -2.07110], [-1.96440, 0.31324, -1.35657], [1.48629, -0.52621, 0.39709], [0.89753, 1.04923, -0.63501], [-0.29030, -1.05930, 1.95566], [0.23439, 0.64214, 2.09366], [1.24635, -0.66176, 2.76910], [-0.51193, -0.71152, -2.29047], [-0.81555, 1.04834, -2.83718]],
  "forces_ev_per_a": [[0.467, -0.002, -0.307], [-1.533, -1.152, -2.288], [-0.595, 0.131, 0.674], [-0.591, 0.577, 0.042], [2.018, 0.391, 1.895], [-0.060, -0.052, -0.046], [0.004, 0.018, -0.041], [-0.011, -0.068, 0.172], [0.173, -0.102, -0.001], [0.127, 0.258, -0.099]],
  "lowdin_charge": [-0.432, -0.318, -0.063, 0.394, 0.245, 0.033, 0.021, 0.023, 0.048, 0.049],
  "relative_energy_kcal_mol": 0.0,
  "orbital_gap_ev": [6.90, 6.83],
  "s_squared": 2.007,
  "spin_multiplicity": 3,
  "total_charge": 0,
  "homo_ev": [-6.2, -9.0],
  "e_tot_ev": -26539.20153
}

***

[4]
{
  "formula": "C2H5IN",
  "method": "ωB97M-V/def2-TZVPD",
  "symbols": ["C", "C", "N", "I", "H", "H", "H", "H", "H"],
  "positions_angstrom": [[-0.09954, 0.11214, -0.92224], [-1.12150, 0.33956, 0.12975], [-0.21005, -0.87904, 0.18964], [-3.15224, 0.07939, 0.07274], [-0.39363, -0.16580, -2.00077], [0.64899, 0.77005, -0.82904], [0.27986, 1.95774, 1.80386], [-0.55157, -1.82651, 0.03214], [0.42874, -0.92290, 0.99348]],
  "forces_ev_per_a": [[-3.710, -1.372, -1.102], [-0.038, -1.304, -0.755], [0.056, -0.081, 0.804], [0.389, 0.247, 0.127], [0.490, -0.008, 2.019], [3.222, 1.913, 0.132], [-0.203, -0.183, -0.175], [-0.404, 0.265, -0.455], [0.199, 0.523, -0.596]],
  "lowdin_charge": [-0.104, -0.705, 0.054, 1.024, 0.177, 0.068, 0.148, 0.165, 0.173],
  "relative_energy_kcal_mol": 123.9,
  "orbital_gap_ev": [9.88, 8.17],
  "total_charge": 1,
  "homo_ev": [-14.1, -14.6],
  "e_tot_ev": -11732.39535
}

***

[5]
{
  "formula": "C2H5IN2O",
  "method": "ωB97M-V/def2-TZVPD",
  "symbols": ["C", "N", "N", "C", "O", "H", "H", "H", "H", "I", "H"],
  "positions_angstrom": [[0.42783, -1.16638, -1.04549], [0.44195, 0.05921, -0.81127], [0.45368, 0.25676, 0.51262], [0.36064, -1.07335, 1.08051], [0.50577, -1.99896, 0.04388], [0.34120, -1.57369, -2.07662], [-0.26258, 0.83999, 0.83441], [1.16462, -1.17306, 1.91064], [-0.67270, -1.25689, 1.52321], [-0.73351, 3.98068, -0.87539], [-2.02690, 3.10570, -1.09648]],
  "forces_ev_per_a": [[0.235, -1.166, -1.949], [-0.927, 1.114, -2.743], [1.757, -1.004, 1.598], [-0.503, -0.401, 4.138], [0.314, 0.333, -0.907], [0.354, 0.083, 1.201], [-1.045, 1.199, 0.120], [-1.267, -0.367, -1.415], [1.085, 0.229, -0.050], [0.486, 0.314, 0.116], [-0.488, -0.334, -0.109]],
  "lowdin_charge": [-0.220, 0.022, -0.051, -0.227, -0.031, 0.142, 0.079, 0.142, 0.132, 0.387, -0.376],
  "relative_energy_kcal_mol": 34.9,
  "orbital_gap_ev": 9.05,
  "total_charge": 0,
  "homo_ev": -8.4,
  "smiles": "C1=NNCO1.I",
  "e_tot_ev": -15281.21271
}

***

[6]
{
  "formula": "C2H5IN2OS",
  "method": "ωB97M-V/def2-TZVPD",
  "symbols": ["N", "C", "O", "C", "S", "N", "I", "H", "H", "H", "H", "H"],
  "positions_angstrom": [[0.58656, 1.62894, 0.20398], [0.75186, 0.34450, 0.33111], [1.50631, -0.16930, 1.13601], [-0.07920, -0.55905, -0.68537], [0.85506, -2.06584, -0.82442], [-1.59477, -0.65822, 0.05929], [-2.80927, -1.76142, -1.35524], [0.08469, 2.08460, -0.48715], [1.07607, 2.08508, 1.08850], [-0.34081, -0.13990, -1.61971], [1.37062, -1.72478, 0.40131], [-1.33952, -1.36171, 0.74237]],
  "forces_ev_per_a": [[2.709, 1.775, 4.737], [-0.818, -2.252, -1.918], [-0.201, 0.346, 0.652], [-1.524, -0.184, 2.751], [-0.426, -0.134, 0.058], [2.232, -0.429, -2.374], [0.720, 0.662, 1.039], [-1.114, 0.920, -1.078], [-1.548, -0.361, -3.001], [0.161, 0.725, -0.898], [0.211, -0.628, -0.359], [-0.400, -0.441, 0.390]],
  "lowdin_charge": [0.187, -0.625, -0.012, -0.688, 0.729, -0.425, 0.638, 0.089, 0.199, 0.033, -0.099, -0.027],
  "relative_energy_kcal_mol": 8.3,
  "orbital_gap_ev": 8.64,
  "total_charge": 0,
  "homo_ev": -9.2,
  "smiles": "NC(=O)[C@@H](S)NI",
  "e_tot_ev": -26117.23051
}

***

[7]
{
  "formula": "C2H5INO2P",
  "method": "ωB97M-V/def2-TZVPD",
  "symbols": ["C", "C", "N", "O", "O", "P", "I", "H", "H", "H", "H", "H"],
  "positions_angstrom": [[-0.01617, 0.04896, 1.34919], [0.61846, 0.22493, -0.92095], [-0.07326, 0.69309, 0.22359], [0.23309, -0.90640, 2.02799], [1.06673, -2.73435, -0.63117], [-0.91396, 2.24922, 0.05454], [0.55210, -3.21327, 1.06704], [-0.20555, 0.25248, -1.76947], [1.55774, 0.78153, -1.10401], [0.78005, -0.83353, -0.70422], [-1.84532, 1.50618, -0.73295], [-1.75391, 1.93117, 1.14042]],
  "forces_ev_per_a": [[-0.995, 1.422, 1.564], [-1.141, -1.095, -2.642], [0.492, 0.036, 2.036], [0.083, 0.766, -0.719], [0.120, 0.043, -0.426], [-0.681, -1.125, 0.034], [0.094, -1.186, 0.122], [2.203, 0.106, 1.036], [-0.681, -0.246, -0.250], [0.584, 0.023, -0.721], [-0.110, 0.791, -0.370], [0.031, 0.466, 0.336]],
  "lowdin_charge": [-0.321, -0.131, -0.462, -0.171, -1.035, 0.895, 1.159, 0.120, 0.101, 0.015, -0.078, -0.095],
  "relative_energy_kcal_mol": 111.8,
  "orbital_gap_ev": [8.36, 5.94],
  "total_charge": 0,
  "homo_ev": [-8.3, -7.2],
  "e_tot_ev": -25123.64664
}

***

[8]
{
  "formula": "C2H5IO",
  "method": "ωB97M-V/def2-TZVPD",
  "symbols": ["C", "C", "O", "I", "H", "H", "H", "H", "H"],
  "positions_angstrom": [[0.64164, 0.68353, -0.09337], [-0.26484, -0.37567, 0.41727], [0.00951, -1.63570, -0.07385], [-2.33386, 0.16670, -0.11932], [0.60836, 0.82470, -1.17403], [0.21774, 1.58914, 0.16886], [1.57812, 0.59395, 0.34625], [-0.33592, -0.24854, 1.55759], [-0.12077, -1.59811, -1.02939]],
  "forces_ev_per_a": [[-1.403, -0.141, -1.470], [-0.741, 0.430, 1.120], [-0.050, -0.096, 0.771], [-0.134, 0.016, -0.048], [0.544, -0.790, -0.216], [-0.623, 2.080, 1.167], [1.960, -0.255, 0.375], [0.328, -1.182, -1.709], [0.118, -0.063, 0.010]],
  "lowdin_charge": [-0.168, -0.827, -0.105, 0.722, 0.088, 0.029, 0.067, 0.108, 0.086],
  "relative_energy_kcal_mol": 5.8,
  "orbital_gap_ev": 10.01,
  "total_charge": 0,
  "homo_ev": -9.5,
  "smiles": "C[C@H](O)I",
  "e_tot_ev": -12302.62110
}

***

[9]
{
  "formula": "C2H5IOS",
  "method": "ωB97M-V/def2-TZVPD",
  "symbols": ["C", "C", "O", "S", "I", "H", "H", "H", "H", "H"],
  "positions_angstrom": [[-1.72336, -0.16529, 0.20147], [-0.26197, -0.01535, 0.14116], [0.50257, -0.68395, 0.77181], [0.19311, 1.35603, -0.85661], [3.25204, -0.94291, -0.80568], [-1.97559, -1.23140, -0.11919], [-2.03720, -0.00282, 1.15769], [-2.19625, 0.62525, -0.42676], [2.61100, -0.15756, 0.55783], [1.63566, 1.21800, -0.62172]],
  "forces_ev_per_a": [[-0.469, -1.307, -2.690], [-3.956, 4.001, -4.225], [4.403, -3.778, 3.853], [3.041, 0.236, 0.297], [-0.169, 0.519, 1.136], [-0.184, 1.337, 0.249], [-1.217, 0.208, 2.885], [0.291, -0.908, 0.203], [0.750, -0.813, -1.115], [-2.492, 0.502, -0.595]],
  "lowdin_charge": [-0.110, -0.980, 0.006, 0.762, 0.483, 0.113, 0.039, 0.078, -0.232, -0.159],
  "relative_energy_kcal_mol": 24.6,
  "orbital_gap_ev": [5.86, 6.75],
  "s_squared": 2.007,
  "spin_multiplicity": 3,
  "total_charge": 0,
  "homo_ev": [-5.6, -9.8],
  "e_tot_ev": -23133.31472
}

***

[10]
{
  "formula": "C2H5InO",
  "method": "ωB97M-V/def2-TZVPD",
  "symbols": ["In", "C", "C", "O", "H", "H", "H", "H", "H"],
  "positions_angstrom": [[1.49448, -1.96793, -1.71144], [-0.77939, 0.30891, 0.67890], [0.42801, 0.23324, -0.24981], [1.22769, -0.89231, -0.27723], [-1.35453, -0.61430, 0.60810], [-1.51881, 1.09962, 0.55185], [-0.43267, 0.28628, 1.71204], [0.99250, 1.15352, -0.09974], [-0.05732, 0.39294, -1.21265]],
  "forces_ev_per_a": [[1.012, -3.331, -3.776], [-0.135, -2.045, 0.429], [-1.525, 1.820, 0.813], [-0.886, 2.833, 3.997], [-0.377, -0.307, 0.113], [0.616, 0.356, -0.664], [0.312, 0.116, 0.289], [1.186, 0.024, -0.477], [-0.203, 0.532, -0.724]],
  "lowdin_charge": [1.750, 0.026, -0.270, -0.221, 0.110, 0.128, 0.128, 0.178, 0.171],
  "relative_energy_kcal_mol": 49.3,
  "orbital_gap_ev": 5.26,
  "total_charge": 2,
  "homo_ev": -20.9,
  "e_tot_ev": -9350.52733
}

***

[11]
{
  "formula": "C2H5N",
  "method": "ωB97M-V/def2-TZVPD",
  "symbols": ["C", "C", "N", "H", "H", "H", "H", "H"],
  "positions_angstrom": [[0.12647, 0.95137, -0.79498], [0.40266, 0.10711, 0.19934], [-0.40096, -0.97728, 0.55415], [-0.84456, 0.85626, -1.27448], [0.87626, 1.65673, -1.12762], [1.23089, 0.24210, 0.88469], [-1.26407, -1.01971, 0.03667], [-0.45119, -1.15692, 1.54479]],
  "forces_ev_per_a": [[0.231, -0.385, 0.219], [-0.565, 0.076, 0.439], [0.456, 0.317, -0.123], [0.305, 0.142, -0.354], [-0.335, 0.163, 0.034], [0.364, -0.074, -0.360], [-0.181, -0.143, 0.292], [-0.275, -0.096, -0.146]],
  "lowdin_charge": [-0.039, -0.315, 0.022, 0.045, 0.038, 0.098, 0.076, 0.076],
  "relative_energy_kcal_mol": 2.3,
  "orbital_gap_ev": 9.57,
  "total_charge": 0,
  "homo_ev": -8.3,
  "smiles": "C=CN",
  "e_tot_ev": -3644.41552
}

***

[12]
{
  "formula": "C2H5N",
  "method": "ωB97M-V/def2-TZVPD",
  "symbols": ["C", "C", "N", "H", "H", "H", "H", "H"],
  "positions_angstrom": [[-0.09523, -0.51012, 0.62701], [0.00171, 0.74330, -0.13080], [-0.21204, -0.55794, -0.80075], [-0.96269, -0.75753, 1.17622], [0.62923, -0.90998, 1.08912], [0.89986, 1.42843, -0.31984], [-0.85268, 1.37234, -0.33609], [0.59184, -0.80851, -1.30487]],
  "forces_ev_per_a": [[-4.295, 2.577, -2.483], [0.308, 1.658, -1.385], [-1.029, 0.844, -0.268], [-1.360, 0.085, 0.183], [6.080, -2.532, 2.947], [-0.685, -1.840, 0.565], [-0.424, -0.012, 0.761], [1.406, -0.781, -0.319]],
  "lowdin_charge": [-0.191, -0.175, -0.020, 0.094, 0.030, 0.120, 0.080, 0.062],
  "relative_energy_kcal_mol": 35.2,
  "orbital_gap_ev": 10.86,
  "total_charge": 0,
  "homo_ev": -9.5,
  "smiles": "C1CN1",
  "e_tot_ev": -3642.98602
}